1.
{
  "formula": "C6H16",
  "method": "the ωB97M-V functional and the def2-TZVPD basis",
  "elements": ["C", "C", "C", "H", "H", "H", "H", "H", "H", "H", "H", "C", "C", "C", "H", "H", "H", "H", "H", "H", "H", "H"],
  "coordinates": [[-0.5597, 0.1590, -2.3206], [-1.9583, 0.6642, -1.9122], [-0.4661, -1.3809, -2.0251], [-0.2911, 0.3693, -3.3502], [0.0929, 0.6642, -1.6384], [-2.8644, 0.1747, -2.3392], [0.3747, -1.5837, -1.3298], [-1.2793, -1.8197, -1.4369], [-2.1896, 1.6770, -2.2693], [-2.1579, 0.7220, -0.8211], [-0.3956, -1.8731, -3.0045], [1.1650, 0.7297, 2.0736], [1.8257, -0.2831, 1.1674], [0.0637, 0.2135, 2.9412], [1.9994, 1.2221, 2.5667], [0.7218, 1.6837, 1.6607], [2.6599, 0.0744, 0.5523], [-0.4647, -0.5230, 2.3135], [0.3266, -0.3729, 3.7962], [1.1199, -0.9259, 0.6335], [2.4230, -0.8993, 1.8208], [-0.8022, 0.9139, 3.2650]],
  "fmax_ha_per_bohr": 0.0602,
  "molar_mass_g_mol": 88.19,
  "smiles": "CCC.CCC",
  "e_above_lowest_kj_mol": 121.08,
  "homo_energy_ev": -10.847,
  "e_tot_ha": -238.15041,
  "gap_ev": 11.95
}


2.
{
  "formula": "C6H16",
  "method": "the ωB97M-V functional and the def2-TZVPD basis",
  "elements": ["C", "C", "C", "H", "H", "H", "H", "H", "H", "H", "H", "C", "C", "C", "H", "H", "H", "H", "H", "H", "H", "H"],
  "coordinates": [[0.2729, -2.3373, -1.3999], [0.1927, -3.3866, -0.2143], [-1.1051, -1.6796, -1.4494], [0.3300, -2.8103, -2.4050], [0.9438, -1.5196, -1.2054], [-0.0821, -2.6847, 0.6246], [-0.4100, -4.2267, -0.3576], [-1.9392, -2.4042, -1.6170], [1.1994, -3.7096, -0.1371], [-1.4902, -0.8992, -2.2265], [-1.2774, -1.1739, -0.4601], [0.2288, 1.7602, 0.7908], [1.0490, 2.8981, 0.1286], [-0.4023, 2.4111, 2.0097], [-0.4632, 1.6100, -0.0034], [0.7363, 0.7790, 0.8456], [1.8626, 3.1204, 0.6164], [0.5883, 3.9052, 0.0295], [0.4776, 2.9127, 2.6146], [-1.1650, 3.1200, 1.9561], [1.3018, 2.5841, -0.8861], [-0.8485, 1.7308, 2.7458]],
  "fmax_ha_per_bohr": 0.1088,
  "molar_mass_g_mol": 88.19,
  "smiles": "CCC.CCC",
  "e_above_lowest_kj_mol": 192.39,
  "homo_energy_ev": -11.074,
  "e_tot_ha": -238.12325,
  "gap_ev": 12.13
}


3.
{
  "formula": "C6H16AgF2N2O12S2V",
  "method": "the ωB97M-V functional and the def2-TZVPD basis",
  "elements": ["V", "N", "H", "H", "H", "H", "Ag", "N", "S", "O", "O", "F", "S", "O", "O", "F", "C", "O", "O", "O", "C", "O", "O", "O", "C", "C", "O", "H", "H", "H", "H", "H", "H", "C", "C", "O", "H", "H", "H", "H", "H", "H"],
  "coordinates": [[0.8746, -3.7682, 1.5890], [-0.4007, -0.7126, -0.0848], [0.3929, -0.0789, -0.1790], [-0.9505, -0.4914, 0.7630], [-0.1062, -1.6999, 0.0636], [-0.9491, -0.7608, -0.9463], [0.1971, -2.6492, -2.8372], [-1.4814, -0.9923, -2.8168], [-3.0229, -1.3318, -3.0436], [-3.2975, -2.0780, -4.2220], [-3.9694, -0.3709, -2.5897], [-3.1431, -2.4184, -1.8638], [-1.3965, 0.4513, -3.6601], [-1.8326, 1.5533, -2.8852], [-1.7257, 0.3422, -5.0326], [0.1813, 0.5563, -3.6388], [1.8576, -3.0956, -0.6783], [0.5672, -3.2128, -0.4236], [2.4899, -2.9153, 0.4378], [2.3203, -3.1215, -1.8388], [-0.2517, -1.9421, 3.1933], [-0.7720, -2.3278, 2.0356], [0.9675, -2.4454, 3.2988], [-0.8547, -1.6766, 4.2449], [2.6757, 2.7630, 0.5376], [3.1693, 1.4101, 0.0592], [2.2081, 0.4124, 0.4150], [3.4531, 3.5310, 0.4602], [2.5345, 2.6931, 1.6177], [1.7824, 3.0947, 0.0132], [4.1370, 1.2575, 0.5503], [3.3845, 1.2720, -0.9999], [2.4786, 0.0405, 1.2626], [-1.4280, 2.9301, 1.4279], [-0.8480, 1.7383, 2.1659], [-1.7590, 0.6145, 2.0407], [-2.4139, 3.2097, 1.7886], [-1.4338, 2.7049, 0.3597], [-0.7599, 3.7882, 1.5601], [-0.8370, 1.9489, 3.2349], [0.0781, 1.3896, 1.7152], [-2.1159, 0.3881, 2.9057]],
  "fmax_ha_per_bohr": 0.0975,
  "molar_mass_g_mol": 569.14,
  "homo_energy_ev": [-4.556, -5.130],
  "e_tot_ha": -3337.81292,
  "spin_multiplicity": 4,
  "total_charge": -1,
  "gap_ev": [6.37, 6.93]
}


4.
{
  "formula": "C6H16BrN2O2",
  "method": "the ωB97M-V functional and the def2-TZVPD basis",
  "elements": ["Br", "C", "C", "O", "N", "H", "H", "C", "H", "H", "H", "H", "H", "H", "C", "C", "O", "N", "H", "H", "C", "H", "H", "H", "H", "H", "H"],
  "coordinates": [[-0.2806, 0.8882, 2.1820], [1.2847, 4.2811, -1.3832], [1.6711, 2.9169, -0.8425], [2.7574, 2.7158, -0.3134], [0.6376, 1.7909, -0.9202], [0.3825, 1.5838, 0.0349], [-0.2121, 2.0880, -1.3784], [1.2397, 0.5370, -1.5742], [2.1547, 4.9196, -1.2302], [0.4804, 4.7662, -0.8300], [1.0929, 4.1131, -2.4429], [1.6387, 0.7215, -2.5716], [0.3965, -0.1311, -1.7495], [1.8067, -0.0060, -0.8181], [0.6881, -2.7379, 1.6206], [-0.6807, -3.1090, 1.0720], [-0.9301, -4.1180, 0.4145], [-1.8013, -2.1304, 1.4595], [-2.3954, -2.5115, 2.1819], [-1.3112, -1.3037, 1.7702], [-2.7623, -1.8542, 0.2137], [0.9753, -1.6864, 1.6186], [1.4036, -3.3403, 1.0608], [0.7145, -3.0685, 2.6590], [-3.3247, -2.7132, -0.1523], [-2.1876, -1.5331, -0.6551], [-3.4384, -1.0789, 0.5741]],
  "fmax_ha_per_bohr": 0.0797,
  "molar_mass_g_mol": 228.11,
  "e_above_lowest_kj_mol": 91.57,
  "homo_energy_ev": -11.820,
  "e_tot_ha": -3071.95856,
  "total_charge": 1,
  "gap_ev": 8.48
}


5.
{
  "formula": "C6H16Cd2O11",
  "method": "the ωB97M-V functional and the def2-TZVPD basis",
  "elements": ["Cd", "Cd", "O", "H", "O", "H", "C", "C", "O", "C", "O", "O", "H", "H", "H", "H", "C", "C", "O", "C", "O", "O", "H", "H", "H", "H", "O", "H", "H", "O", "H", "H", "O", "H", "H"],
  "coordinates": [[-1.5886, -2.0075, -2.2480], [-2.7692, 0.8564, -1.9982], [-3.0294, -0.7320, -3.1277], [-2.8026, -0.6436, -4.0739], [-1.3432, -0.3478, -1.1727], [-0.5878, -0.6405, -0.6267], [2.6920, 0.6536, -0.1942], [2.4361, 2.0118, 0.3142], [3.2839, 2.0968, 1.4589], [4.1815, 1.0901, 1.3274], [5.0812, 0.8643, 2.1150], [4.0129, 0.4770, 0.1655], [2.4824, 0.3811, -1.2286], [2.1750, -0.2086, 0.2271], [1.4279, 2.2307, 0.6657], [2.6692, 2.7767, -0.4265], [-0.3731, -0.4200, 2.4513], [-0.4127, -1.8123, 1.9235], [-1.4042, -2.5022, 2.6564], [-2.2480, -1.6189, 3.0839], [-3.4238, -1.7429, 3.4452], [-1.6911, -0.3731, 2.7759], [-0.2241, 0.3152, 1.6604], [0.2141, -0.3482, 3.3668], [0.5722, -2.2483, 2.0909], [-0.7618, -1.6892, 0.8983], [-1.2690, 1.8177, -3.2360], [-0.3937, 2.2049, -3.2221], [-1.3825, 1.5131, -4.1363], [-2.2676, 2.2512, -0.5177], [-2.0966, 3.1664, -0.7399], [-2.1305, 2.2043, 0.4285], [0.0693, -2.8977, -1.3345], [0.4333, -3.2668, -2.1391], [0.4684, -3.4118, -0.6326]],
  "fmax_ha_per_bohr": 0.1201,
  "molar_mass_g_mol": 489.01,
  "homo_energy_ev": [-18.109, -18.109],
  "e_tot_ha": -1400.07033,
  "spin_multiplicity": 2,
  "total_charge": 3,
  "gap_ev": [7.05, 2.95]
}